1.
37
Properties=species:S:1:pos:R:3:forces:R:3:nbo_charge:R:1 method="wB97M-V/def2-TZVPD" gap_ev=6.3744 de_lowest_ev=4.1207 charge=-1 e_lumo_ev=2.502 max_force_ev_per_a=2.5
Cl -3.66601 -2.33504 -0.29668 0.2 0.1 0.1 -0.9963
C 1.35690 -2.59763 -1.29905 0.5 0.0 -0.3 0.5326
O 1.64775 -3.25508 -2.29490 -0.3 0.5 1.2 -0.6287
N 2.18619 -1.69969 -0.68700 -0.3 0.0 0.1 -0.4449
C 1.62353 -0.68667 0.23298 0.7 0.0 -0.2 -0.4162
C 3.58997 -1.64745 -1.03708 0.3 0.1 -0.6 -0.4258
H 0.43405 -2.64053 -0.70012 -0.5 -0.3 -0.7 0.1428
H 2.05541 -0.77163 1.23015 0.1 -0.1 0.1 0.1842
H 0.53796 -0.67851 0.33084 0.0 -0.7 -0.3 0.2455
H 1.85582 0.31669 -0.12396 0.2 0.1 -0.2 0.1947
H 3.92536 -2.46508 -1.67511 -0.7 -0.6 0.3 0.2366
H 3.84077 -0.82276 -1.70422 -0.1 0.7 0.4 0.1871
H 4.22354 -1.66072 -0.15022 -0.1 0.3 0.1 0.1910
C -2.30544 0.63886 3.15973 0.2 2.2 -1.0 0.5217
O -2.49510 1.82508 2.83819 0.6 -2.0 1.2 -0.6237
N -1.26977 0.13965 3.90105 0.2 0.2 0.5 -0.4402
C -0.25109 0.88363 4.71391 -1.5 -0.8 -0.5 -0.4108
C -1.27325 -1.28901 4.14894 0.4 -0.3 -0.3 -0.4145
H -2.93713 -0.16947 2.76004 -0.1 0.1 0.1 0.1507
H -0.34335 1.96704 4.63770 0.1 -0.2 -0.5 0.2335
H 0.72859 0.48081 4.45691 0.1 0.4 -0.1 0.1930
H -0.45494 0.61643 5.75080 0.1 0.0 0.2 0.1841
H -1.88268 -1.82771 3.42335 -0.2 0.2 0.1 0.2441
H -0.27159 -1.69728 4.01438 0.2 0.1 0.0 0.1847
H -1.57341 -1.56073 5.16096 -0.2 0.1 0.2 0.1755
C -1.86435 1.91346 -2.39654 -0.9 0.8 2.1 0.5212
O -2.09746 2.83496 -1.59858 0.8 -1.0 -1.7 -0.6258
N -0.90615 1.83348 -3.32694 2.0 -0.3 -1.5 -0.4378
C -0.84125 0.59541 -4.10804 -0.5 -0.9 0.2 -0.4277
C 0.16012 2.82691 -3.50304 -1.2 0.5 0.7 -0.4194
H -2.42870 0.96878 -2.36071 -0.3 0.1 0.1 0.1399
H -1.61701 0.47699 -4.86452 -0.5 0.4 0.2 0.1953
H -0.95832 -0.21578 -3.38946 0.0 -0.3 -0.3 0.2270
H 0.04739 0.36824 -4.69695 0.5 0.8 0.6 0.2091
H 1.15593 2.44321 -3.72495 -0.3 -0.5 -0.2 0.1977
H -0.17230 3.53096 -4.26587 0.4 0.2 -0.1 0.1918
H 0.23990 3.36035 -2.55584 -0.1 0.2 -0.1 0.2282

2.
40
Properties=species:S:1:pos:R:3:forces:R:3:nbo_charge:R:1 method="wB97M-V/def2-TZVPD" gap_ev=8.4228 de_lowest_ev=0.2290 charge=+1 e_lumo_ev=-2.652 max_force_ev_per_a=0.2
Pb -0.90785 0.00721 -1.49680 0.2 0.0 0.0 1.1361
C 1.28900 3.55619 -0.96272 0.0 -0.1 0.1 -0.5483
C 2.26725 2.67373 -0.18774 0.0 0.0 -0.1 -0.5275
S 2.19933 0.92933 -0.69571 0.0 0.0 0.1 0.2119
C 2.63280 0.12705 0.87507 0.0 0.1 -0.1 -0.5243
C 2.29846 -1.35789 0.87596 -0.1 0.0 0.0 -0.5448
S 0.55967 -1.84475 0.69938 0.0 0.0 0.0 0.2329
C -0.16751 -1.52604 2.32808 0.0 0.0 -0.1 -0.5469
C -0.40344 -0.07694 2.74112 0.0 0.0 0.0 -0.5300
S -1.38374 0.86788 1.53698 -0.1 0.0 0.0 0.2118
C -0.68640 2.52199 1.81933 0.0 0.0 0.0 -0.5185
C -1.04090 3.50197 0.70816 0.0 -0.1 0.0 -0.5512
S -0.46766 3.10987 -0.96530 0.0 0.1 0.0 0.2528
H 1.54958 3.56226 -2.02248 0.0 0.0 0.0 0.2447
H 1.37646 4.58552 -0.61169 0.0 0.0 0.0 0.2409
H 2.07357 2.72274 0.88193 0.0 0.0 0.0 0.2100
H 3.27707 3.04965 -0.35503 0.0 0.0 0.0 0.2387
H 2.11080 0.65172 1.67293 0.0 0.0 0.0 0.2033
H 3.70495 0.23954 1.04285 0.0 0.0 0.0 0.2367
H 2.68064 -1.81790 1.78854 0.0 0.0 0.0 0.2401
H 2.79267 -1.85428 0.03878 0.0 0.0 0.0 0.2493
H 0.44672 -2.01891 3.08321 0.0 0.0 0.0 0.2419
H -1.11645 -2.06505 2.29464 0.0 0.0 0.0 0.2345
H 0.54176 0.44204 2.88596 0.0 0.0 0.0 0.2144
H -0.93197 -0.06867 3.69492 0.0 0.0 0.0 0.2403
H 0.39133 2.41459 1.92128 0.0 0.0 0.0 0.2061
H -1.08193 2.90081 2.76293 0.0 0.0 0.0 0.2386
H -0.67090 4.49491 0.96800 0.0 0.0 0.0 0.2426
H -2.12448 3.58069 0.60547 0.0 0.0 0.0 0.2531
N -2.51381 -2.18908 -1.41228 0.0 0.0 0.1 -0.6738
N -2.20749 -3.37243 -2.08824 0.0 0.0 -0.1 -0.4409
C -1.15946 -3.44575 -2.94236 0.0 0.0 0.0 0.3192
N -1.06796 -4.59565 -3.61924 0.0 0.0 0.0 -0.7605
S -0.01327 -2.23659 -3.18279 0.0 -0.1 0.0 -0.2456
H -2.82604 -2.41541 -0.47456 0.0 0.0 0.0 0.3842
H -3.24148 -1.65675 -1.89313 0.0 0.0 0.0 0.4140
H -2.95810 -4.03923 -2.20252 0.0 0.0 0.0 0.3870
H -1.69174 -5.37042 -3.46678 0.0 0.0 0.0 0.4027
H -0.31249 -4.70458 -4.27295 0.0 0.0 0.0 0.4321
Cl -3.21700 0.71666 -2.37319 -0.1 0.0 0.0 -0.7074

3.
40
Properties=species:S:1:pos:R:3:forces:R:3:mulliken_spin:R:1 method="wB97M-V/def2-TZVPD" gap_ev="5.7989 / 8.9976" multiplicity=6 s_squared=9.786 charge=+3 e_lumo_ev="-13.248 / -10.509" max_force_ev_per_a=2.6
C 4.36742 -1.70589 0.58654 0.4 0.4 -0.2 -0.0147
C 3.87090 -0.39736 1.10145 0.3 -1.4 -0.2 0.0773
O 4.39398 0.23496 1.97399 -0.5 0.5 0.1 -0.5301
N 2.68129 0.27676 0.59577 1.1 0.9 0.3 -0.4894
C 2.96195 1.01565 -0.66924 -0.3 -0.5 -0.2 -0.0029
C 1.73705 1.68381 -1.35653 0.0 0.1 0.5 -0.0259
C 0.36388 1.76393 -0.62392 -0.3 0.1 -0.7 -0.0013
C -0.76521 1.02883 -1.42839 -0.2 0.5 1.0 -0.1579
Si -2.19285 0.36918 -0.33741 1.6 -2.1 0.3 0.6563
S -3.85858 -0.19336 -1.66526 -0.5 -0.6 0.2 0.0155
C -1.72104 -1.16467 0.63445 -0.2 -0.1 -0.6 -0.0249
C -1.97338 -2.48495 -0.14983 0.0 -0.1 0.5 0.0022
C -1.08634 -3.63118 0.33566 0.0 0.0 0.0 0.0003
F -3.30042 -2.80640 0.10722 -0.1 0.1 -0.2 0.0045
P -3.05569 1.88381 1.10719 -1.5 0.1 1.5 -0.0946
O -4.50695 2.00988 0.80046 1.0 0.4 -1.7 -0.0528
O -2.80891 1.28706 2.55505 0.7 0.6 -0.8 0.0038
O -2.31476 3.31988 0.99082 0.0 -1.0 0.0 -0.0115
H 3.78736 -2.52475 1.01578 -0.2 0.1 0.0 0.0012
H 4.34137 -1.74213 -0.50293 -0.2 -0.1 0.0 -0.0015
H 5.40616 -1.81655 0.89981 -0.1 0.0 0.1 -0.0010
H 2.39158 0.91843 1.34549 -0.3 -0.1 -0.1 0.0023
H 3.41389 0.29596 -1.35106 0.0 0.0 0.0 0.0010
H 3.73530 1.75884 -0.45707 -0.1 0.1 0.1 -0.0173
H 1.59705 1.19069 -2.31565 0.0 0.0 0.0 -0.0021
H 2.04621 2.70289 -1.57914 0.0 0.0 -0.1 0.0004
H 0.08194 2.81793 -0.61612 0.1 0.0 0.3 0.0046
H 0.38002 1.44872 0.42190 0.1 -0.2 0.0 0.0023
H -0.33656 0.16151 -1.93234 -0.3 0.0 -0.3 -0.0030
H -1.16081 1.74739 -2.17092 0.6 -0.4 -0.3 0.0781
H -3.20655 -0.64252 -2.76429 0.2 0.1 0.2 -0.0019
H -0.67535 -1.13663 0.94084 0.0 0.3 0.2 -0.0012
H -2.37149 -1.20615 1.51090 0.2 -0.1 0.2 0.0003
H -1.91235 -2.35087 -1.23277 0.2 0.0 -0.1 0.0040
H -1.70195 -4.29896 0.93636 0.0 0.0 0.0 -0.0002
H -0.65611 -4.20963 -0.47882 -0.1 0.0 -0.1 0.0003
H -0.27592 -3.28914 0.97933 0.0 0.1 -0.1 0.0002
H -2.62482 1.95219 3.24013 -0.2 -0.2 0.3 -0.0014
H -1.44904 3.29450 1.43097 0.1 0.5 -0.1 0.0032
Dy -3.60226 2.43833 -1.87842 -1.4 1.9 -0.1 5.5781